24
Properties=species:S:1:pos:R:3:nbo_charge:R:1 method="wB97M-V/def2-TZVPD" multiplicity=3 largest_force_ev_per_a=8.3 de_lowest_kj_mol=32.4 homo_lumo_gap_ev="6.622 / 5.770" total_energy_ev=-16567.0318 molar_mass_g_mol=172.2
O 4.393 -0.043 -0.191 -0.469
O 3.105 -1.366 0.839 -0.511
O -0.565 2.107 1.521 -0.719
N 3.296 -0.344 0.228 0.382
N 0.629 0.174 0.737 -0.172
C 0.734 2.269 -0.540 -0.445
C 0.143 -1.173 0.614 -0.098
C -0.103 1.302 0.382 0.178
C 2.101 1.692 -0.563 -0.284
C 2.221 0.554 0.052 0.307
C 0.002 -1.656 -0.883 -0.608
C -1.178 -1.284 1.289 -0.616
H -1.652 -2.199 1.372 0.232
H -0.033 1.988 2.301 0.476
H 0.927 -1.382 -1.507 0.236
H -0.892 -0.921 2.316 0.219
H 3.009 2.273 -0.850 0.266
H -1.175 1.244 -0.030 0.224
H -0.692 -0.961 -1.359 0.197
H -1.933 -0.653 0.796 0.210
H -0.460 -2.690 -0.966 0.242
H 0.348 2.328 -1.575 0.239
H 0.765 3.398 -0.165 0.248
H 0.901 -1.757 1.017 0.265

---

25
Properties=species:S:1:pos:R:3:nbo_charge:R:1 method="wB97M-V/def2-TZVPD" multiplicity=1 largest_force_ev_per_a=4.1 de_lowest_kj_mol=303.8 homo_lumo_gap_ev="6.449 / 6.450" total_energy_ev=-18620.9952 molar_mass_g_mol=188.2
O -1.212 0.769 -0.003 -0.624
O -2.107 -1.280 0.467 -0.701
O 1.500 -1.392 0.151 -0.716
O 1.557 0.833 1.038 -0.697
N 5.558 0.832 -0.232 -0.548
N 3.470 -0.121 0.130 -0.308
C 5.505 -0.391 -0.681 0.059
C -3.584 0.594 -0.014 -0.508
C 4.279 -1.038 -0.527 -0.380
C -4.561 -0.272 -0.791 -0.604
C 4.299 1.126 0.371 -0.063
C 2.201 -0.199 0.425 0.778
C -2.174 0.069 0.155 0.830
H -4.548 -1.316 -0.449 0.227
H 4.038 2.042 -0.043 0.214
H -5.455 0.316 -0.919 0.221
H 0.528 0.873 0.825 0.547
H -4.231 -0.374 -1.785 0.204
H 3.948 -1.967 -0.821 0.190
H 6.367 -0.836 -1.230 0.198
H 4.360 1.259 1.469 0.190
H 2.153 -2.155 -0.081 0.511
H -3.513 1.412 -0.614 0.232
H -1.243 -1.633 0.514 0.505
H -4.028 0.638 1.027 0.240

---

26
Properties=species:S:1:pos:R:3:nbo_charge:R:1 method="wB97M-V/def2-TZVPD" multiplicity=1 largest_force_ev_per_a=6.9 de_lowest_kj_mol=217.5 homo_lumo_gap_ev=10.242 total_energy_ev=-20670.5773 smiles="N[C@@H](CCC(=O)O)C(=O)NCC(=O)O" molar_mass_g_mol=204.2
O 0.044 -2.588 0.613 -0.664
O -0.125 2.481 1.203 -0.562
O 0.320 2.056 -0.870 -0.739
O 4.374 -0.459 0.002 -0.668
O 2.877 1.014 -0.793 -0.650
N -2.401 -1.814 -0.916 -0.795
N 0.743 -0.488 0.339 -0.628
C -2.016 1.675 -0.014 -0.518
C -1.477 -0.841 -0.412 -0.146
C -0.568 2.149 0.205 0.799
C 2.134 -0.840 0.580 -0.344
C 3.123 -0.038 -0.111 0.794
C -0.219 -1.366 0.292 0.657
C -2.254 0.191 0.397 -0.394
H -1.843 0.174 1.396 0.221
H 2.527 -1.794 0.403 0.258
H -2.749 2.343 0.479 0.246
H -2.363 1.829 -1.054 0.229
H 0.481 0.155 -0.455 0.439
H 5.037 0.022 -0.497 0.518
H -2.903 -2.163 -0.068 0.347
H 1.271 2.284 -0.497 0.530
H -1.881 -2.773 -0.971 0.378
H -1.006 -0.361 -1.296 0.194
H -3.339 -0.114 0.331 0.239
H 2.215 -0.736 1.715 0.260

---

- Look up the multiplicity of the third one.
  1

---

What did the third record say?
26
Properties=species:S:1:pos:R:3:nbo_charge:R:1 method="wB97M-V/def2-TZVPD" multiplicity=1 largest_force_ev_per_a=6.9 de_lowest_kj_mol=217.5 homo_lumo_gap_ev=10.242 total_energy_ev=-20670.5773 smiles="N[C@@H](CCC(=O)O)C(=O)NCC(=O)O" molar_mass_g_mol=204.2
O 0.044 -2.588 0.613 -0.664
O -0.125 2.481 1.203 -0.562
O 0.320 2.056 -0.870 -0.739
O 4.374 -0.459 0.002 -0.668
O 2.877 1.014 -0.793 -0.650
N -2.401 -1.814 -0.916 -0.795
N 0.743 -0.488 0.339 -0.628
C -2.016 1.675 -0.014 -0.518
C -1.477 -0.841 -0.412 -0.146
C -0.568 2.149 0.205 0.799
C 2.134 -0.840 0.580 -0.344
C 3.123 -0.038 -0.111 0.794
C -0.219 -1.366 0.292 0.657
C -2.254 0.191 0.397 -0.394
H -1.843 0.174 1.396 0.221
H 2.527 -1.794 0.403 0.258
H -2.749 2.343 0.479 0.246
H -2.363 1.829 -1.054 0.229
H 0.481 0.155 -0.455 0.439
H 5.037 0.022 -0.497 0.518
H -2.903 -2.163 -0.068 0.347
H 1.271 2.284 -0.497 0.530
H -1.881 -2.773 -0.971 0.378
H -1.006 -0.361 -1.296 0.194
H -3.339 -0.114 0.331 0.239
H 2.215 -0.736 1.715 0.260